Record 1
The following is a DFT calculation (ωB97M-V with the def2-TZVPD basis set) of C4H4N2O2 in the gas phase.

Values from the calculation:
HOMO: -9.08 eV
frontier orbital gap: 9.57 eV
multiplicity: 1
relative energy (zero: lowest compared OMol25 entry of this formula, charge and spin): 224.1 kJ/mol
molar mass: 112.1 g mol⁻¹
SMILES string: N#C/C(=C/N)OC=O
E_tot: -414.7608 a.u.

```
12
Properties=species:S:1:pos:R:3:forces:R:3
N 2.2241 0.7446 1.5029 -0.96 -0.26 -0.31
C 1.1848 0.5595 1.0251 1.79 0.88 0.54
C -0.0758 0.3907 0.4019 2.94 0.39 1.32
C -0.7941 1.4168 0.0119 -2.48 -1.79 -1.15
N -1.9961 1.1618 -0.6102 0.34 -1.20 -0.18
O -0.4371 -0.9063 0.3419 -2.06 -1.37 -0.67
C -0.1551 -1.6195 -0.7889 1.76 -0.85 -1.57
O 0.9469 -1.5982 -1.3364 -3.71 -0.15 1.28
H -0.4745 2.4007 0.0777 0.58 1.57 0.31
H -2.6897 1.8581 -0.6070 -0.74 0.74 -0.05
H -2.3403 0.1876 -0.5971 0.33 1.16 0.15
H -1.1281 -2.2403 -1.0663 2.21 0.87 0.32
```
Positions in Å, forces in eV/Å.

***

Record 2
The following is a DFT calculation (ωB97M-V with the def2-TZVPD basis set) of C4H4N2O2 in the gas phase.

Values from the calculation:
HOMO: -9.59 eV
frontier orbital gap: 10.21 eV
multiplicity: 1
relative energy (zero: lowest compared OMol25 entry of this formula, charge and spin): 78.9 kJ/mol
molar mass: 112.1 g mol⁻¹
SMILES string: C=C1NC(=O)NC1=O
E_tot: -414.8161 a.u.

```
12
Properties=species:S:1:pos:R:3:forces:R:3
C -1.7376 0.2665 0.9068 -0.10 0.29 -0.53
C -0.5645 0.0281 0.3335 -3.03 1.10 -2.20
N 0.0802 -1.1938 0.1758 0.93 1.34 0.75
C 1.3630 -0.7597 -0.0931 2.01 -1.93 -2.96
O 2.3916 -1.3604 0.0836 -0.36 0.62 0.39
N 1.2508 0.3758 -0.9986 0.64 -0.99 0.80
C 0.0872 1.0159 -0.7709 -0.52 -0.64 3.57
O -0.2681 2.1227 -1.0327 -0.36 0.18 -0.79
H -2.2373 1.2074 0.6936 0.29 0.00 0.23
H -2.3286 -0.4905 1.4010 0.23 -0.07 0.33
H -0.0862 -1.9958 0.7677 0.29 0.25 0.22
H 2.0494 0.7838 -1.4666 -0.03 -0.16 0.20
```
Positions in Å, forces in eV/Å.

***

Record 3
The following is a DFT calculation (ωB97M-V with the def2-TZVPD basis set) of C4H4N2OS in the gas phase.

Values from the calculation:
HOMO: -8.18 eV
frontier orbital gap: 7.89 eV
multiplicity: 1
relative energy (zero: lowest compared OMol25 entry of this formula, charge and spin): 366.7 kJ/mol
molar mass: 128.2 g mol⁻¹
SMILES string: On1ncccc1=S
E_tot: -737.6298 a.u.

```
12
Properties=species:S:1:pos:R:3:forces:R:3
O 1.1890 2.2225 -0.0377 -2.42 1.89 0.94
N 0.5695 1.0161 -0.1238 -2.47 -2.45 -0.28
N -0.7719 1.0991 -0.0436 2.55 2.64 0.22
C -1.5143 0.0778 0.0288 -0.99 -0.98 -0.66
C -1.0235 -1.2440 -0.0485 -0.31 -1.36 0.08
C 0.3040 -1.3060 -0.0457 1.69 -3.56 0.28
C 1.1897 -0.2494 -0.1470 1.01 3.98 1.04
S 2.7985 -0.3888 0.0024 1.38 -0.11 -0.26
H 0.3479 2.8543 0.2530 2.96 -2.27 -1.09
H -2.5066 0.4168 0.1069 -1.46 -0.48 0.10
H -1.5180 -2.2428 -0.0855 -0.35 1.44 0.36
H 0.9357 -2.2555 0.1406 -1.59 1.27 -0.73
```
Positions in Å, forces in eV/Å.